DFT (ωB97M-V/def2-TZVPD) results for a cluster of 7 separate species, C70H160BClF4NO2P4 in total at a distorted geometry.

```
243
Properties=species:S:1:pos:R:3:lowdin_charge:R:1
C -12.572 -24.782 -20.398 -0.090
C -13.554 -25.583 -21.245 -0.260
C -14.885 -24.811 -21.345 -0.240
C -16.013 -25.702 -21.901 -0.253
P -17.015 -26.507 -20.637 0.987
C -17.753 -25.304 -19.493 -0.251
C -18.227 -24.061 -20.321 -0.193
C -18.900 -23.022 -19.308 -0.224
C -19.190 -21.725 -20.102 -0.088
C -18.322 -27.468 -21.335 -0.284
C -17.796 -28.419 -22.425 -0.274
C -18.915 -29.316 -22.834 -0.320
C -18.509 -30.317 -23.826 -0.125
C -15.935 -27.625 -19.674 -0.242
C -15.206 -26.966 -18.443 -0.237
C -14.343 -27.947 -17.659 -0.225
C -12.905 -28.229 -18.286 -0.071
H -13.034 -24.661 -19.412 0.061
H -12.426 -23.781 -20.791 0.082
H -11.636 -25.311 -20.222 0.083
H -13.696 -26.630 -20.915 0.083
H -13.170 -25.681 -22.230 0.106
H -14.693 -23.947 -21.997 0.128
H -15.200 -24.322 -20.421 0.097
H -15.652 -26.460 -22.628 0.117
H -16.779 -25.022 -22.388 0.116
H -17.055 -25.019 -18.749 0.057
H -18.561 -25.821 -18.939 0.116
H -19.024 -24.355 -20.962 0.102
H -17.407 -23.578 -20.814 0.087
H -18.307 -22.743 -18.436 0.070
H -19.796 -23.457 -18.877 0.076
H -19.922 -21.880 -20.890 0.083
H -18.306 -21.402 -20.613 0.064
H -19.480 -20.947 -19.386 0.050
H -19.087 -26.879 -21.841 0.111
H -18.741 -28.054 -20.490 0.122
H -16.861 -28.992 -22.074 0.141
H -17.451 -27.868 -23.317 0.122
H -19.680 -28.639 -23.228 0.123
H -19.368 -29.941 -22.023 0.137
H -18.077 -29.890 -24.708 0.071
H -19.340 -31.009 -24.119 0.104
H -17.696 -30.952 -23.409 0.094
H -15.210 -27.970 -20.387 0.068
H -16.451 -28.578 -19.369 0.123
H -15.938 -26.568 -17.753 0.089
H -14.578 -26.200 -18.897 0.079
H -14.906 -28.863 -17.548 0.100
H -14.035 -27.511 -16.699 0.107
H -13.038 -28.186 -19.393 0.058
H -12.408 -29.175 -17.984 0.089
H -12.262 -27.382 -18.126 0.056
C -20.224 -28.255 -12.960 -0.088
C -19.142 -27.184 -13.158 -0.258
C -19.637 -25.802 -13.503 -0.241
C -18.469 -24.938 -14.044 -0.234
P -19.022 -23.270 -14.447 0.990
C -19.986 -23.242 -15.943 -0.302
C -21.410 -23.629 -15.767 -0.243
C -22.223 -23.512 -17.097 -0.210
C -22.107 -22.188 -17.884 -0.108
C -19.843 -22.671 -13.017 -0.283
C -18.906 -22.358 -11.852 -0.225
C -19.604 -22.328 -10.460 -0.241
C -20.220 -23.612 -9.988 -0.095
C -17.573 -22.191 -14.703 -0.261
C -16.787 -22.639 -15.940 -0.262
C -15.508 -21.769 -16.016 -0.215
C -15.912 -20.288 -16.417 -0.096
H -20.933 -28.302 -13.825 0.084
H -20.861 -28.174 -12.065 0.084
H -19.767 -29.231 -12.913 0.068
H -18.444 -27.331 -13.958 0.095
H -18.540 -27.226 -12.254 0.117
H -20.089 -25.333 -12.644 0.082
H -20.337 -25.933 -14.303 0.093
H -18.197 -25.419 -14.967 0.088
H -17.697 -24.900 -13.322 0.094
H -19.459 -24.037 -16.548 0.116
H -19.848 -22.242 -16.348 -0.002
H -21.910 -23.004 -15.044 0.063
H -21.516 -24.635 -15.371 0.100
H -23.290 -23.807 -16.955 0.119
H -21.779 -24.331 -17.665 0.091
H -21.119 -21.652 -17.811 0.010
H -22.772 -21.390 -17.496 0.054
H -22.449 -22.369 -18.880 0.068
H -20.506 -23.463 -12.704 0.063
H -20.435 -21.805 -13.303 0.093
H -18.355 -21.437 -12.094 0.095
H -18.109 -23.129 -11.867 0.108
H -20.319 -21.481 -10.489 0.111
H -18.871 -22.009 -9.758 0.098
H -20.595 -24.305 -10.809 0.070
H -21.120 -23.415 -9.403 0.082
H -19.513 -24.279 -9.481 0.086
H -16.938 -22.353 -13.797 0.112
H -18.030 -21.191 -14.852 0.060
H -17.381 -22.426 -16.843 0.073
H -16.514 -23.697 -15.979 0.103
H -14.766 -22.158 -16.678 0.084
H -15.030 -21.724 -14.979 0.126
H -16.934 -20.165 -16.918 0.077
H -15.143 -19.924 -17.096 0.059
H -15.881 -19.618 -15.548 0.051
C -19.419 -18.388 -12.535 -0.081
C -20.544 -17.507 -11.881 -0.205
C -21.930 -18.180 -12.120 -0.215
C -22.291 -18.357 -13.603 -0.286
P -24.039 -18.572 -13.925 0.977
C -24.364 -18.472 -15.674 -0.254
C -25.770 -19.006 -15.919 -0.256
C -26.217 -18.608 -17.320 -0.259
C -25.309 -19.176 -18.368 -0.115
C -24.478 -20.237 -13.354 -0.233
C -23.554 -21.386 -13.940 -0.243
C -23.902 -22.669 -13.209 -0.265
C -25.313 -23.232 -13.582 -0.070
C -24.964 -17.296 -13.111 -0.257
C -24.391 -15.857 -13.122 -0.254
C -24.974 -14.932 -12.127 -0.289
C -24.604 -13.464 -12.354 -0.077
H -18.595 -17.744 -12.736 0.034
H -19.783 -18.631 -13.570 0.029
H -19.187 -19.291 -11.988 0.050
H -20.424 -16.504 -12.283 0.090
H -20.333 -17.416 -10.807 0.104
H -22.740 -17.619 -11.681 0.080
H -21.985 -19.109 -11.547 0.107
H -21.895 -19.229 -14.108 0.016
H -21.937 -17.468 -14.164 0.098
H -23.557 -19.011 -16.182 0.101
H -24.231 -17.408 -15.911 0.108
H -26.567 -18.497 -15.290 0.127
H -25.849 -20.050 -15.708 0.092
H -26.137 -17.489 -17.437 0.128
H -27.309 -18.895 -17.498 0.137
H -25.865 -19.317 -19.321 0.096
H -24.839 -20.100 -18.161 0.047
H -24.529 -18.482 -18.652 0.049
H -25.522 -20.531 -13.505 0.088
H -24.396 -20.197 -12.259 0.101
H -22.525 -21.188 -13.738 0.059
H -23.685 -21.443 -15.041 0.113
H -23.779 -22.375 -12.120 0.127
H -23.203 -23.494 -13.394 0.087
H -25.327 -24.221 -13.138 0.073
H -25.279 -23.395 -14.642 0.060
H -26.164 -22.563 -13.327 0.085
H -25.024 -17.631 -12.029 0.119
H -26.007 -17.384 -13.530 0.114
H -24.652 -15.398 -14.096 0.121
H -23.292 -15.818 -12.997 0.116
H -24.621 -15.149 -11.097 0.119
H -26.044 -15.062 -12.087 0.107
H -25.408 -12.788 -11.988 0.097
H -24.456 -13.260 -13.392 0.063
H -23.644 -13.378 -11.899 0.061
C -16.208 -16.635 -7.021 -0.118
C -16.906 -15.392 -7.497 -0.250
C -16.714 -15.018 -9.029 -0.239
C -15.299 -14.786 -9.523 -0.276
P -15.366 -14.441 -11.265 1.027
C -15.431 -15.901 -12.283 -0.283
C -14.900 -15.645 -13.695 -0.244
C -15.057 -16.951 -14.512 -0.293
C -14.625 -16.840 -15.934 -0.110
C -16.797 -13.349 -11.732 -0.239
C -17.968 -14.187 -12.265 -0.247
C -19.213 -13.335 -12.468 -0.250
C -19.033 -12.083 -13.284 -0.074
C -13.850 -13.532 -11.726 -0.280
C -13.262 -12.514 -10.761 -0.238
C -14.012 -11.140 -10.656 -0.204
C -14.824 -11.125 -9.333 -0.100
H -15.143 -16.351 -6.929 0.078
H -16.347 -17.514 -7.660 0.079
H -16.598 -16.764 -5.984 0.096
H -16.697 -14.560 -6.863 0.101
H -17.986 -15.589 -7.368 0.113
H -17.322 -14.120 -9.261 0.107
H -17.117 -15.845 -9.613 0.097
H -14.604 -15.624 -9.288 0.126
H -14.910 -13.894 -9.024 0.083
H -16.475 -16.254 -12.302 0.083
H -14.775 -16.671 -11.852 0.118
H -13.849 -15.296 -13.748 0.113
H -15.460 -14.783 -14.237 0.130
H -16.070 -17.389 -14.449 0.098
H -14.455 -17.737 -14.019 0.120
H -15.172 -16.016 -16.462 0.084
H -14.781 -17.727 -16.504 0.037
H -13.547 -16.620 -16.074 0.098
H -16.506 -12.702 -12.541 0.085
H -16.999 -12.708 -10.883 0.090
H -18.222 -14.943 -11.524 0.094
H -17.612 -14.586 -13.203 0.093
H -19.635 -13.132 -11.503 0.106
H -20.007 -13.970 -12.888 0.098
H -18.236 -11.416 -12.901 0.082
H -19.853 -11.425 -13.365 0.073
H -18.720 -12.421 -14.252 0.058
H -14.039 -12.998 -12.698 0.119
H -13.060 -14.281 -11.959 0.106
H -12.286 -12.274 -11.190 0.112
H -13.048 -12.870 -9.713 0.122
H -14.656 -10.938 -11.481 0.091
H -13.248 -10.397 -10.619 0.099
H -14.202 -11.317 -8.456 0.084
H -15.659 -11.802 -9.300 0.033
H -15.331 -10.186 -9.139 0.076
C -23.153 -16.026 -19.517 -0.052
O -22.117 -17.032 -19.438 -0.177
C -20.891 -16.614 -19.988 -0.226
C -19.855 -17.475 -19.350 -0.118
N -19.744 -17.096 -17.922 0.036
H -20.183 -16.153 -17.844 0.130
H -20.355 -17.602 -17.270 0.050
C -18.404 -17.092 -17.183 -0.113
C -18.181 -15.753 -16.531 -0.227
O -17.891 -14.820 -17.516 -0.172
C -17.477 -13.562 -17.077 -0.086
H -23.647 -15.999 -20.505 0.105
H -22.888 -15.048 -19.163 0.081
H -23.805 -16.412 -18.719 0.076
H -20.554 -15.517 -19.763 0.169
H -20.852 -16.695 -21.091 0.139
H -18.904 -17.311 -19.827 0.130
H -20.051 -18.512 -19.411 0.106
H -17.697 -17.278 -18.023 0.139
H -18.410 -17.938 -16.496 0.026
H -17.279 -15.944 -15.884 0.110
H -19.071 -15.494 -15.956 0.126
H -18.273 -13.014 -16.544 0.091
H -17.136 -13.077 -17.983 0.099
H -16.643 -13.632 -16.342 0.083
B -21.949 -14.935 -16.016 -1.305
F -21.532 -16.319 -15.864 0.035
F -21.598 -14.352 -14.832 0.144
F -21.218 -14.401 -17.092 0.116
F -23.317 -14.876 -16.141 0.146
Cl -20.029 -19.738 -16.164 -0.028
```

HOMO, eV: -14.2
Maximum force, eV Å⁻¹: 3.94
E_tot, eV: -141981.5325
Charge: +3
LUMO energy, eV: -5.09



DFT (ωB97M-V/def2-TZVPD) results for a structure of composition C38H41CaN8O10S2 at a distorted geometry.

```
100
Properties=species:S:1:pos:R:3:lowdin_charge:R:1
Ca -0.774 1.000 -1.212 1.477
O 1.001 -1.931 -3.542 0.146
C 0.234 -1.165 -2.811 -0.534
O 0.567 -0.703 -1.738 -0.042
C -1.200 -1.140 -3.330 -0.179
C -1.562 -1.808 -4.493 0.051
C -2.879 -1.724 -4.912 0.004
C -3.790 -0.981 -4.172 0.029
C -3.330 -0.353 -3.025 -0.167
N -2.075 -0.444 -2.619 0.093
C -4.150 0.580 -2.161 -0.429
O -5.456 0.313 -2.046 0.154
O -3.667 1.534 -1.605 0.107
H 1.904 -1.909 -3.186 0.150
H -0.825 -2.361 -5.052 0.135
H -3.191 -2.218 -5.821 0.125
H -4.811 -0.865 -4.510 0.126
H -5.671 -0.527 -2.472 0.118
S -1.801 -2.365 0.886 0.688
C -0.699 -3.545 1.206 -0.731
N -0.391 -4.035 2.395 -0.113
C 0.649 -5.044 2.542 -0.094
C 1.801 -4.646 1.654 -0.098
N 1.315 -4.568 0.284 -0.110
C 2.237 -5.025 -0.758 -0.122
C 3.582 -4.372 -0.595 -0.231
C 4.726 -5.115 -0.350 -0.041
C 5.952 -4.484 -0.185 -0.070
C 6.036 -3.105 -0.254 -0.077
C 4.893 -2.352 -0.499 -0.069
C 3.676 -2.983 -0.670 -0.042
C 0.089 -4.134 -0.001 -0.736
S -0.621 -4.160 -1.483 0.722
C -1.088 -3.633 3.617 -0.119
C -0.126 -3.062 4.623 -0.232
C 0.018 -3.617 5.885 -0.043
C 0.924 -3.078 6.790 -0.072
C 1.695 -1.987 6.432 -0.080
C 1.558 -1.427 5.167 -0.073
C 0.651 -1.960 4.270 -0.041
H 0.257 -6.032 2.279 0.146
H 0.957 -5.058 3.586 0.132
H 2.598 -5.390 1.685 0.138
H 2.226 -3.689 1.974 0.142
H 1.782 -4.758 -1.714 0.073
H 2.310 -6.116 -0.721 0.139
H 4.663 -6.194 -0.299 0.115
H 6.839 -5.072 0.000 0.108
H 6.988 -2.612 -0.118 0.106
H 4.957 -1.275 -0.561 0.108
H 2.782 -2.396 -0.853 0.105
H -1.617 -4.502 4.016 0.138
H -1.830 -2.888 3.322 0.072
H -0.581 -4.474 6.166 0.115
H 1.028 -3.518 7.772 0.107
H 2.405 -1.572 7.132 0.106
H 2.158 -0.573 4.884 0.106
H 0.541 -1.527 3.283 0.108
N -1.835 0.875 1.034 -0.037
C -2.097 2.323 1.094 -0.307
C -2.451 2.865 2.497 -0.133
C -3.954 3.041 2.723 -0.153
C -4.593 3.972 1.673 -0.148
N -3.674 5.014 1.219 0.089
C -3.319 6.073 1.934 -0.442
N -4.120 6.584 2.879 0.213
N -2.137 6.628 1.685 0.217
C -0.900 3.144 0.511 -0.642
O -1.074 4.369 0.417 -0.019
O 0.119 2.501 0.174 -0.117
H -2.645 0.332 1.317 0.061
H -1.086 0.639 1.681 0.084
H -2.936 2.498 0.413 0.109
H -1.963 3.830 2.646 0.107
H -2.025 2.190 3.242 0.124
H -4.130 3.443 3.723 0.110
H -4.468 2.078 2.684 0.117
H -5.507 4.432 2.051 0.113
H -4.892 3.428 0.776 0.123
H -2.920 4.722 0.589 0.119
H -5.085 6.308 2.928 0.116
H -3.859 7.422 3.369 0.125
H -1.445 6.061 1.184 0.102
H -1.853 7.470 2.154 0.127
O 0.763 0.862 -4.282 0.032
C 0.602 1.967 -3.743 -0.602
O -0.370 2.248 -2.974 -0.174
C 1.665 3.022 -3.924 -0.110
C 2.010 3.866 -2.877 -0.001
C 3.032 4.795 -3.031 -0.050
C 3.697 4.911 -4.242 0.001
C 3.319 4.064 -5.269 -0.132
C 2.329 3.110 -5.143 0.065
N 4.019 4.184 -6.569 -0.355
O 4.883 5.030 -6.661 0.077
O 3.681 3.429 -7.455 0.081
H 1.474 3.790 -1.939 0.109
H 3.307 5.440 -2.208 0.107
H 4.487 5.629 -4.400 0.118
H 2.086 2.453 -5.963 0.130
```

HOMO, eV: -10.0
Maximum force, eV Å⁻¹: 1.36
E_tot, eV: -112576.2917
Charge: +1
LUMO energy, eV: -2.56



DFT (ωB97M-V/def2-TZVPD) results for the ion C4H10NOS with charge -1 at a distorted geometry.

```
17
Properties=species:S:1:pos:R:3:lowdin_charge:R:1
C 0.970 -1.838 -0.729 -0.164
N 0.844 -0.425 -0.985 -0.105
C -0.053 0.217 0.012 -0.439
C 0.633 1.066 1.115 -0.251
O -0.190 0.929 2.281 -0.118
C -1.361 0.930 -0.560 -0.716
S -2.855 0.352 0.296 0.153
H 1.558 -2.278 -1.545 0.068
H -0.034 -2.268 -0.679 0.079
H 1.491 -2.187 0.157 0.068
H 0.547 -0.182 -1.915 0.081
H -0.420 -0.625 0.573 0.067
H 1.087 2.017 0.815 0.105
H 1.494 0.368 1.238 0.102
H -1.096 1.065 1.918 0.005
H -1.170 2.004 -0.336 0.039
H -1.444 0.857 -1.656 0.027
```

SMILES: CN[C@@H](CO)C[S-]
HOMO, eV: -2.6
Maximum force, eV Å⁻¹: 3.59
E_tot, eV: -18682.7590
Charge: -1
LUMO energy, eV: 3.83



DFT (ωB97M-V/def2-TZVPD) results for the molecule C4H9N3 at a distorted geometry.

```
16
Properties=species:S:1:pos:R:3:lowdin_charge:R:1
C 0.794 0.373 0.445 -0.221
C 0.328 1.805 0.218 -0.151
N -1.248 -0.853 -0.937 0.141
C -1.626 -0.632 0.247 -0.248
C 0.503 -0.824 -0.867 -0.418
N -2.013 -0.799 1.382 0.240
N 0.957 -2.024 -0.645 -0.046
H -1.747 -1.499 -1.546 0.148
H -1.803 -0.100 2.088 0.105
H 1.914 -2.139 -0.971 0.014
H 0.849 -0.194 -1.699 0.107
H 0.570 -0.011 1.440 0.067
H 1.881 0.342 0.363 0.082
H -0.722 1.934 0.488 0.050
H 0.891 2.522 0.822 0.064
H 0.469 2.098 -0.826 0.067
```

HOMO, eV: -6.8
Maximum force, eV Å⁻¹: 3.21
E_tot, eV: -8759.3450
LUMO energy, eV: -0.21